No. 1
Here is the ion C5H8N with charge +1 in a non-equilibrium geometry from the OMol25 dataset. Energies are from ωB97M-V with the def2-TZVPD basis set.

Geometry as ORCA input:
```
! RIJCOSX wB97M-V def2-TZVPD def2/J DEFGRID3
* xyz 1 1
C 1.144 0.470 1.034
C 0.225 1.458 0.875
C -0.605 2.450 1.316
C 0.385 0.368 -0.216
C 0.452 -1.915 -1.067
N -0.417 -0.981 -0.365
H -0.248 3.214 2.006
H -1.723 2.487 1.263
H 0.486 0.862 -1.297
H 0.677 -1.777 -2.052
H 1.349 -1.832 -0.542
H -0.094 -2.875 -0.974
H -0.313 -1.270 0.668
H -1.317 -0.661 -0.648
*
```

Results
Molecular weight = 82.1 g/mol
E_LUMO (spin up / spin down) = -5.889 / -5.888 eV
HOMO-LUMO gap (spin up / spin down) = 7.759 / 7.761 eV


No. 2
Here is a cluster of 2 separate species, C9H14 in total in a non-equilibrium geometry from the OMol25 dataset. Energies are from ωB97M-V with the def2-TZVPD basis set.

Geometry as ORCA input:
```
! RIJCOSX wB97M-V def2-TZVPD def2/J DEFGRID3
* xyz -1 2
C 1.979 -1.424 -1.707
C 1.617 -2.916 -1.831
H 2.816 -0.955 -2.239
H 1.082 -0.877 -2.046
H 2.425 -1.228 -0.695
H 0.557 -3.138 -1.725
H 2.281 -3.438 -1.160
H 1.906 -3.230 -2.854
C -1.367 0.910 -1.705
C -1.233 -0.337 0.649
C -0.992 0.698 -0.251
C -0.860 -0.202 1.988
C -0.083 0.845 2.541
C -0.186 1.780 0.273
C 0.280 1.766 1.570
H -2.058 -0.977 0.392
H -1.312 -1.008 2.600
H -0.485 1.303 -2.257
H -2.281 1.480 -1.570
H 0.424 0.544 3.433
H 0.197 2.552 -0.380
H 1.082 2.470 1.807
H -1.452 -0.071 -2.197
*
```

Results
Molecular weight = 122.2 g/mol
E_LUMO (spin up / spin down) = 3.885 / 3.703 eV
Expectation value of S² = 0.76
HOMO-LUMO gap (spin up / spin down) = 2.831 / 7.078 eV


No. 3
Here is a cluster of 2 separate species, C3H8S in total in a non-equilibrium geometry from the OMol25 dataset. Energies are from ωB97M-V with the def2-TZVPD basis set.

Geometry as ORCA input:
```
! RIJCOSX wB97M-V def2-TZVPD def2/J DEFGRID3
* xyz 0 1
C 0.619 -0.863 0.905
C -0.323 -1.582 -0.032
S -0.292 2.033 0.321
C 0.192 -1.381 -1.433
H 0.463 -1.179 2.004
H 1.670 -1.022 0.574
H 0.515 0.236 0.861
H -0.371 -2.665 0.225
H -1.287 -1.076 0.077
H 0.091 -0.353 -1.721
H -0.566 -1.763 -2.130
H 1.223 -1.756 -1.671
*
```

Results
Molecular weight = 76.2 g/mol
E_LUMO = -3.154 eV
HOMO-LUMO gap = 6.494 eV


No. 4
Here is a structure of composition C22H28InN3O5 in a non-equilibrium geometry from the OMol25 dataset. Energies are from ωB97M-V with the def2-TZVPD basis set.

Geometry as ORCA input:
```
! RIJCOSX wB97M-V def2-TZVPD def2/J DEFGRID3
* xyz 0 1
In -0.150 0.616 -1.660
C 0.074 0.872 2.928
C -1.030 0.047 3.392
C -2.219 0.623 3.076
C -1.904 1.839 2.395
C -0.507 2.005 2.336
C 0.125 3.179 1.684
C -2.933 2.790 2.066
C -3.630 0.238 3.393
C -0.818 -1.219 4.177
C 1.517 0.541 3.128
H -0.042 3.252 0.574
H 1.207 3.003 1.776
H -0.068 4.142 2.094
H -2.584 3.756 1.767
H -3.640 2.859 2.870
H -3.587 2.446 1.256
H -4.218 0.065 2.496
H -4.063 1.069 3.894
H -3.713 -0.662 3.990
H 0.019 -1.794 3.766
H -1.673 -1.881 4.102
H -0.543 -1.111 5.209
H 1.813 -0.431 2.644
H 1.822 0.478 4.181
H 2.122 1.336 2.733
O 2.737 -1.924 -3.286
C 2.107 -0.952 -2.874
O 0.839 -0.856 -2.980
C 2.946 0.163 -2.264
C 3.371 1.203 -3.403
C 4.564 2.078 -2.964
C 3.936 2.836 -1.787
C 2.426 2.462 -1.937
O 2.317 2.145 -3.345
C 2.171 1.053 -1.337
C -0.769 -5.432 0.864
O -0.480 -5.773 -0.232
O -1.032 -5.143 1.962
H 3.892 -0.239 -1.761
H 3.400 0.786 -4.431
H 5.346 1.386 -2.606
H 4.924 2.671 -3.755
H 4.397 2.538 -0.853
H 4.008 3.877 -1.918
H 1.648 3.216 -1.715
H 2.294 0.873 -0.237
N -1.205 -4.265 -3.793
C -1.913 -3.441 -2.954
C -1.577 -2.048 -2.912
N -2.102 -1.212 -2.056
C -3.090 -1.753 -1.327
C -3.459 -3.064 -1.390
N -2.825 -3.980 -2.159
H -0.331 -3.901 -4.200
H -1.229 -5.216 -3.565
H -0.878 -1.709 -3.640
H -3.567 -1.028 -0.683
H -4.243 -3.412 -0.733
*
```

Results
Molecular weight = 529.3 g/mol
E_LUMO (spin up / spin down) = -1.356 / -0.993 eV
HOMO-LUMO gap (spin up / spin down) = 6.382 / 6.602 eV


No. 5
Here is a structure of composition C16H52AsF6N4O8 in a non-equilibrium geometry from the OMol25 dataset. Energies are from ωB97M-V with the def2-TZVPD basis set.

Geometry as ORCA input:
```
! RIJCOSX wB97M-V def2-TZVPD def2/J DEFGRID3
* xyz -1 1
As -0.269 1.067 -1.465
F 1.236 1.570 -2.226
F -1.043 0.778 -3.009
F -1.737 0.715 -0.550
F 0.613 1.290 0.029
F -0.809 2.733 -1.403
F 0.277 -0.610 -1.499
O -1.839 -3.150 -2.184
H -1.892 -4.108 -2.140
H -1.234 -2.907 -1.469
O -2.298 0.025 -5.276
H -1.854 0.309 -4.452
H -2.435 0.838 -5.769
O 1.834 2.045 -4.741
H 1.874 1.977 -3.763
H 1.674 2.977 -4.914
O 2.595 -3.126 -1.711
H 3.210 -2.827 -1.007
H 1.721 -2.838 -1.410
C 6.251 -0.331 -1.788
C 4.712 -0.277 -1.802
C 4.234 -0.663 -0.400
O 4.551 -2.101 -0.159
C 4.149 -2.532 1.153
N 4.293 1.075 -2.123
H 6.723 0.559 -1.347
H 6.771 -0.438 -2.740
H 6.669 -1.070 -1.098
H 4.456 -0.883 -2.667
H 3.155 -0.508 -0.314
H 4.723 -0.280 0.498
H 3.067 -2.687 1.196
H 4.445 -1.819 1.925
H 4.666 -3.490 1.171
H 4.625 1.834 -1.549
H 3.286 1.114 -2.221
C 3.002 3.257 2.759
C 2.258 2.570 3.909
C 0.773 2.654 3.545
O -0.089 1.780 4.267
C -1.314 1.621 3.622
N 2.693 1.159 3.911
H 2.784 4.328 2.796
H 2.700 2.843 1.801
H 4.075 3.188 2.944
H 2.439 3.102 4.848
H 0.734 2.267 2.519
H 0.395 3.678 3.582
H -2.089 1.100 4.182
H -1.136 1.091 2.676
H -1.781 2.567 3.310
H 2.078 0.686 4.565
H 3.661 1.051 4.178
C -5.526 -0.088 -1.020
C -5.342 0.880 -2.213
C -5.785 2.308 -1.857
O -5.303 3.186 -2.863
C -5.573 4.549 -2.557
N -3.900 0.710 -2.463
H -5.170 -1.090 -1.232
H -6.607 -0.196 -0.826
H -5.153 0.289 -0.067
H -5.875 0.461 -3.068
H -5.319 2.574 -0.904
H -6.880 2.293 -1.854
H -5.320 5.171 -3.417
H -4.900 4.871 -1.761
H -6.650 4.662 -2.426
H -3.404 1.023 -1.640
H -3.623 1.276 -3.258
C -0.355 -1.798 1.163
C -0.287 -3.303 1.391
C -1.543 -3.915 2.036
O -1.898 -3.461 3.312
C -0.931 -3.470 4.327
N 0.056 -4.015 0.147
H 0.549 -1.431 0.692
H -0.579 -1.354 2.138
H -1.229 -1.518 0.568
H 0.590 -3.369 2.047
H -1.426 -5.003 1.969
H -2.346 -3.617 1.357
H -1.389 -2.907 5.143
H 0.091 -3.199 4.066
H -0.841 -4.440 4.847
H 0.903 -4.570 0.187
H -0.620 -4.711 -0.153
*
```

Results
Molecular weight = 617.5 g/mol
E_LUMO = 2.401 eV
HOMO-LUMO gap = 8.500 eV


No. 6
Here is a cluster of 10 separate species, C5H28N2O10 in total in a non-equilibrium geometry from the OMol25 dataset. Energies are from ωB97M-V with the def2-TZVPD basis set.

Geometry as ORCA input:
```
! RIJCOSX wB97M-V def2-TZVPD def2/J DEFGRID3
* xyz 0 1
N 2.116 -0.665 2.083
C 0.910 -0.194 1.584
C 0.598 -0.271 0.257
C -0.772 0.205 -0.031
C -1.144 1.656 -0.066
N -2.585 1.907 -0.118
C -0.527 2.288 -1.377
O 0.691 2.097 -1.660
H 2.269 -0.782 3.060
H 2.561 -1.219 1.415
H 0.188 0.231 2.329
H 1.269 -0.274 -0.640
H -1.166 -0.320 -0.942
H -1.427 -0.388 0.699
H -0.695 2.221 0.738
H -3.169 1.358 -0.707
H -2.832 2.872 -0.302
H -1.092 3.075 -1.919
O -2.836 -0.326 -2.292
H -3.846 -0.377 -2.216
H -2.541 -1.060 -1.815
O 3.253 1.185 -0.633
H 3.360 2.026 -1.058
H 2.278 1.140 -0.768
O -2.916 -2.831 -1.288
H -2.181 -2.738 -1.952
H -2.493 -2.858 -0.364
O 0.614 2.300 2.964
H 0.335 3.148 3.074
H 1.361 2.244 2.420
O -2.061 1.115 3.686
H -1.111 1.317 3.824
H -2.178 1.196 2.739
O -0.085 -3.491 0.475
H -0.157 -3.184 -0.449
H 0.507 -2.894 0.971
O 1.822 -2.335 -3.023
H 2.346 -3.207 -3.009
H 2.364 -1.585 -3.108
O -0.290 -3.214 -2.058
H 0.057 -4.065 -1.926
H 0.493 -2.684 -2.507
O 2.870 2.109 1.764
H 2.938 1.201 2.153
H 2.959 1.928 0.807
*
```

Results
Molecular weight = 276.3 g/mol
E_LUMO = -0.200 eV
HOMO-LUMO gap = 8.146 eV
SMILES = N/C=C/C[C@H](N)C=O.O.O.O.O.O.O.O.O.O


- The highest molecular weight belongs to which entry?
  C16H52AsF6N4O8


- Which of these has the lowest molecular weight?
  C3H8S